#P
18
Properties=species:S:1:pos:R:3 method="wB97M-V/def2-TZVPD" homo_lumo_gap_ev=9.8 homo_ev=-9.2 smiles="N=C(N)N.O.O.O"
N -0.47 -1.75 0.19
C -1.03 -1.26 -0.85
N -0.31 -0.68 -1.89
N -2.38 -1.31 -0.98
H 0.51 -1.94 -0.04
H -0.82 -0.25 -2.65
H 0.37 -0.03 -1.52
H -2.87 -2.00 -0.45
H -2.84 -0.73 -1.66
O 0.27 1.71 4.85
H 1.03 1.43 5.38
H 0.52 1.51 3.94
O 2.65 1.64 -3.54
H 3.62 1.67 -3.45
H 2.50 2.36 -4.17
O 0.24 0.56 1.76
H 1.02 0.49 2.33
H 0.17 -0.33 1.34

---

#Q
18
Properties=species:S:1:pos:R:3 method="wB97M-V/def2-TZVPD" homo_lumo_gap_ev=10.0 homo_ev=-9.5 smiles="N=C(N)N.O.O.O"
N -1.18 0.58 1.08
C -0.97 -0.65 0.78
N 0.20 -1.28 0.65
N -2.11 -1.52 0.71
H -0.34 1.16 1.09
H 0.27 -2.24 0.36
H 1.10 -0.85 0.83
H -2.37 -1.61 -0.27
H -2.86 -0.94 1.09
O 3.02 -1.01 0.10
H 2.80 -0.12 -0.23
H 3.74 -0.87 0.72
O -1.87 1.82 -1.44
H -2.08 1.21 -2.14
H -1.70 1.30 -0.63
O 1.79 1.52 -0.92
H 1.53 2.32 -0.46
H 1.02 1.17 -1.34

---

Relative energies, in eV, with the most stable structure set to zero: #P 0.386; #Q 0.000.

---

#P
15
Properties=species:S:1:pos:R:3 method="wB97M-V/def2-TZVPD" homo_lumo_gap_ev=11.0 homo_ev=-10.6 smiles="CC(O)(C(=O)O)C(=O)O"
C 0.30 -0.51 1.81
C 0.00 -0.48 0.36
O -0.14 -1.68 -0.25
C -1.18 0.30 -0.14
O -1.30 1.50 0.11
O -2.09 -0.41 -0.70
C 1.21 0.21 -0.33
O 2.03 -0.42 -0.94
O 1.36 1.51 -0.11
H 0.42 0.48 2.30
H -0.50 -1.01 2.39
H 1.20 -1.01 1.94
H 0.56 -1.78 -0.95
H -2.94 0.16 -0.71
H 0.46 2.03 0.04

---

#Q
15
Properties=species:S:1:pos:R:3 method="wB97M-V/def2-TZVPD" homo_lumo_gap_ev=9.9 homo_ev=-9.3
O 1.25 -0.25 0.64
C 0.40 0.01 1.65
C 1.31 0.87 -0.26
O -0.18 1.19 1.48
C 0.11 1.71 0.18
H 1.22 0.50 -1.28
H 2.27 1.38 -0.12
H -0.77 1.56 -0.46
H 0.33 2.78 0.27
O 0.06 -0.82 2.47
O -0.14 -2.15 -0.90
C -1.23 -1.44 -0.70
O -2.19 -2.05 -1.35
H 0.57 -1.75 -0.37
H -3.01 -1.54 -1.25

---

Relative energies, in eV, with the most stable structure set to zero: #P 0.000; #Q 1.517.

---

#P
74
Properties=species:S:1:pos:R:3 method="wB97M-V/def2-TZVPD" charge=-2 homo_lumo_gap_ev=4.9 homo_ev=-1.5
Pt -0.90 -0.83 -1.51
S 2.30 -4.93 3.27
Sb 0.30 -5.05 2.17
S 0.69 -2.35 1.04
S -1.19 -1.90 0.54
S 0.44 -6.11 0.14
Se -2.71 -1.52 -4.30
Se -1.05 2.69 -3.12
C -1.98 2.15 -1.58
C -2.62 3.07 -0.79
C -3.36 2.70 0.37
C -3.42 1.42 0.79
C -2.73 0.37 0.00
N -2.14 0.78 -1.27
C -0.96 -0.94 -4.45
C -0.27 -1.05 -5.69
C 1.04 -0.67 -5.81
C 1.71 -0.12 -4.71
C 1.00 0.00 -3.54
N -0.28 -0.40 -3.42
H -2.60 4.10 -1.10
H -3.83 3.48 0.96
H -3.93 1.13 1.70
H -3.41 -0.48 -0.18
H -0.82 -1.47 -6.52
H 1.55 -0.80 -6.76
H 2.73 0.21 -4.75
H 1.42 0.45 -2.66
I 3.79 -3.99 -3.34
C 1.76 -3.91 -2.94
C 0.90 -4.94 -3.29
C -0.43 -4.83 -2.97
C -0.88 -3.69 -2.34
N -0.06 -2.70 -2.00
C 1.25 -2.81 -2.28
H 1.28 -5.82 -3.79
H -1.13 -5.62 -3.21
H -1.92 -3.55 -2.09
H 1.88 -2.01 -1.93
C -1.39 -0.20 0.56
Ge -0.07 0.86 1.64
C -0.81 2.57 2.26
C -0.36 3.80 1.78
C -0.85 4.99 2.30
C -1.79 4.98 3.31
C -2.23 3.77 3.82
C -1.74 2.58 3.30
C 0.18 -0.13 3.31
C -0.85 -0.90 3.84
C -0.68 -1.62 5.01
C 0.53 -1.56 5.69
C 1.55 -0.76 5.20
C 1.37 -0.04 4.03
C 1.53 1.19 0.57
C 2.76 0.59 0.85
C 3.86 0.85 0.05
C 3.75 1.69 -1.05
C 2.52 2.27 -1.35
C 1.42 2.02 -0.54
H 0.36 3.83 0.98
H -0.49 5.93 1.89
H -2.17 5.91 3.71
H -2.96 3.74 4.62
H -2.10 1.64 3.72
H -1.79 -0.99 3.32
H -1.48 -2.25 5.38
H 0.69 -2.17 6.58
H 2.50 -0.72 5.71
H 2.19 0.57 3.67
H 2.85 -0.11 1.66
H 4.80 0.37 0.27
H 4.61 1.88 -1.68
H 2.38 2.89 -2.23
H 0.48 2.47 -0.82

---

#Q
74
Properties=species:S:1:pos:R:3 method="wB97M-V/def2-TZVPD" charge=-2 homo_lumo_gap_ev="2.9 / 2.9" homo_ev="-0.3 / -0.3"
Pt -1.76 0.48 1.29
S -0.55 4.36 3.86
Sb -1.01 2.08 4.11
S 1.23 0.09 2.47
S -3.12 1.83 2.95
S -1.58 1.68 6.35
Se -2.76 -0.78 -2.65
Se -4.10 0.97 -0.50
C -2.85 2.35 -0.50
C -3.09 3.59 -1.09
C -2.18 4.61 -0.92
C -1.03 4.38 -0.15
C -0.83 3.12 0.36
N -1.71 2.12 0.19
C -2.28 -2.14 -1.45
C -3.10 -3.28 -1.36
C -2.73 -4.32 -0.54
C -1.53 -4.23 0.16
C -0.78 -3.08 0.01
N -1.15 -2.04 -0.74
H -4.00 3.73 -1.66
H -2.36 5.59 -1.35
H -0.31 5.16 0.05
H 0.05 2.90 0.95
H -4.01 -3.31 -1.95
H -3.36 -5.20 -0.45
H -1.20 -5.03 0.80
H 0.17 -2.97 0.53
I -0.79 -2.77 6.20
C -2.04 -2.11 4.64
C -3.39 -2.40 4.65
C -4.12 -2.02 3.53
C -3.49 -1.38 2.49
N -2.18 -1.06 2.52
C -1.47 -1.44 3.58
H -3.85 -2.89 5.50
H -5.18 -2.22 3.48
H -4.03 -1.08 1.60
H -0.41 -1.21 3.58
C 0.27 0.29 1.15
Ge 1.31 0.06 -0.52
C 2.74 1.47 -0.49
C 3.61 1.51 -1.58
C 4.58 2.50 -1.69
C 4.68 3.48 -0.72
C 3.83 3.46 0.37
C 2.87 2.45 0.48
C 2.42 -1.59 -0.38
C 3.52 -1.54 0.47
C 4.39 -2.61 0.57
C 4.17 -3.76 -0.18
C 3.04 -3.85 -0.98
C 2.17 -2.77 -1.06
C 0.63 0.44 -2.33
C 0.65 -0.43 -3.41
C 0.19 -0.03 -4.65
C -0.31 1.24 -4.84
C -0.32 2.13 -3.77
C 0.17 1.74 -2.54
H 3.53 0.75 -2.35
H 5.26 2.50 -2.54
H 5.43 4.27 -0.81
H 3.89 4.22 1.14
H 2.23 2.44 1.35
H 3.69 -0.65 1.06
H 5.25 -2.55 1.23
H 4.88 -4.58 -0.14
H 2.85 -4.75 -1.54
H 1.27 -2.86 -1.67
H 1.01 -1.44 -3.28
H 0.20 -0.73 -5.48
H -0.69 1.55 -5.80
H -0.72 3.14 -3.89
H 0.20 2.44 -1.72

---

Relative energies, in eV, with the most stable structure set to zero: #P 0.000; #Q 0.283.